A | Molecular formula: C7H17N3
Method: DFT, wB97M-V/def2-TZVPD

Geometry as XYZ:
```
27
Properties=species:S:1:pos:R:3:nbo_charge:R:1
C 1.93 0.83 -0.63 -0.2827
C 1.33 -1.57 -1.39 -0.7130
C 1.74 0.40 0.83 -0.6110
C 0.72 1.62 -1.14 -0.6091
C 2.19 -0.35 -1.55 0.3460
N 3.12 -0.22 -2.41 -0.6437
H 2.81 1.47 -0.70 0.2184
H 3.22 -1.04 -3.00 0.3241
H 0.28 -1.31 -1.24 0.2615
H 1.42 -2.23 -2.25 0.2125
H 1.64 -2.12 -0.50 0.2252
H 1.65 1.29 1.46 0.2049
H -0.19 1.02 -1.09 0.2224
H 2.59 -0.18 1.19 0.2096
H 0.83 -0.19 0.95 0.2124
H 0.88 1.94 -2.17 0.2174
H 0.57 2.51 -0.53 0.1989
C -2.05 1.02 1.73 -0.7004
C -2.16 -0.20 0.91 0.3635
N -3.59 -1.31 1.48 -1.0252
N -1.76 -0.82 -0.03 -0.5896
H -4.54 -0.98 1.33 0.3844
H -3.51 -1.81 2.36 0.3839
H -3.03 -1.75 0.56 0.4688
H -2.99 1.58 1.70 0.2347
H -1.85 0.75 2.77 0.2345
H -1.24 1.64 1.36 0.2515
```

The calculation puts the gap between HOMO and LUMO at 9.5129 eV.

---

B | Molecular formula: C7H17N3
Method: DFT, wB97M-V/def2-TZVPD

Geometry as XYZ:
```
27
Properties=species:S:1:pos:R:3:nbo_charge:R:1
C -0.18 -0.45 0.28 0.3177
C -1.77 1.23 1.05 -0.6030
C -1.98 0.54 -1.41 -0.5938
C -2.58 -1.16 0.30 -0.6165
C 2.92 -0.38 -1.17 -0.4123
C 1.46 1.03 0.22 -0.1815
C -1.58 0.03 0.01 -0.1932
N 0.41 -1.51 0.57 -0.7171
N 3.28 -0.18 1.19 -0.6428
N 2.62 0.32 0.06 -0.2972
H -1.53 0.92 2.08 0.2228
H -1.25 2.25 0.68 0.2261
H -2.93 1.51 0.98 0.2042
H -1.80 -0.32 -2.30 0.2029
H -1.27 1.26 -1.90 0.2195
H -2.99 0.81 -1.46 0.2135
H -2.28 -1.49 1.33 0.2045
H -3.57 -0.78 0.30 0.2135
H -2.38 -2.10 -0.40 0.2167
H 3.96 -0.42 -1.49 0.2075
H 2.51 -1.40 -1.18 0.1963
H 2.43 0.21 -2.05 0.1967
H 1.44 1.50 1.16 0.1860
H 1.12 1.52 -0.75 0.2070
H -0.16 -2.31 0.65 0.3237
H 2.95 0.45 1.91 0.3468
H 3.14 -1.09 1.35 0.3522
```

The calculation puts the gap between HOMO and LUMO at 7.2009 eV.

---

Stability order, top to bottom: A, B

---

A | Molecular formula: C46H39Br2F3N5O5S2SbZr
Method: DFT, wB97M-V/def2-TZVPD

Geometry as XYZ:
```
104
Properties=species:S:1:pos:R:3:lowdin_charge:R:1
Zr -0.77 -0.30 -0.57 1.6796
C 1.93 0.58 1.85 -0.0192
O 0.54 0.33 1.60 -0.2015
C -0.28 0.18 2.70 -0.2402
C 0.12 -0.19 3.97 0.0047
C -0.86 -0.29 4.95 -0.0422
C -2.19 -0.01 4.67 -0.0488
C -2.58 0.38 3.39 -0.0083
C -1.61 0.46 2.41 -0.1871
N -1.81 0.86 1.05 -0.0777
N -2.75 1.67 0.87 0.1706
C -2.85 2.32 -0.34 -0.1409
C -1.76 2.43 -1.21 -0.2996
O -0.69 1.63 -1.09 -0.3326
C -1.75 3.42 -2.21 0.0151
C -2.86 4.19 -2.41 0.0371
C -4.02 4.06 -1.59 -0.1528
C -5.16 4.87 -1.82 -0.0120
C -6.25 4.77 -1.00 -0.0532
C -6.23 3.86 0.07 -0.0514
C -5.15 3.06 0.31 -0.0247
C -4.02 3.14 -0.53 -0.0921
H 2.02 1.35 2.62 0.1183
H 2.44 -0.33 2.17 0.1054
H 2.34 0.95 0.92 0.0822
H 1.15 -0.39 4.19 0.1224
H -0.57 -0.58 5.95 0.1188
H -2.93 -0.07 5.46 0.1159
H -3.60 0.64 3.16 0.1101
H -0.87 3.53 -2.83 0.0930
H -2.87 4.93 -3.20 0.1318
H -5.15 5.57 -2.64 0.1227
H -7.12 5.39 -1.17 0.1146
H -7.10 3.80 0.73 0.1119
H -5.15 2.36 1.14 0.1019
Br -1.78 0.05 -3.87 0.7776
C -1.93 -1.87 -3.84 -0.8682
Br -0.73 -2.64 -2.52 0.8084
H -1.63 -2.26 -4.80 0.0187
H -2.94 -2.14 -3.54 0.0147
F 7.72 0.65 -1.24 0.0974
C 6.42 0.57 -1.54 -0.2687
C 5.56 0.00 -0.63 0.0129
C 4.21 -0.08 -0.96 -0.1376
C 3.74 0.40 -2.17 -0.3968
C 4.64 0.95 -3.08 -0.0985
C 5.99 1.04 -2.77 0.0223
Sb 1.70 0.28 -2.70 1.5164
C 1.97 -1.05 -4.33 -0.3884
C 2.97 -2.02 -4.20 -0.1296
C 3.18 -2.99 -5.17 0.0176
C 2.38 -2.97 -6.30 -0.2713
F 2.58 -3.89 -7.24 0.0957
C 1.40 -2.02 -6.48 0.0108
C 1.19 -1.07 -5.49 -0.1474
C 1.45 2.19 -3.54 -0.3948
C 0.82 2.49 -4.74 -0.1256
C 0.67 3.80 -5.17 0.0065
C 1.15 4.82 -4.37 -0.2799
F 1.00 6.08 -4.77 0.0937
C 1.79 4.57 -3.16 0.0104
C 1.94 3.25 -2.76 -0.1285
H 5.95 -0.38 0.31 0.1270
H 3.54 -0.56 -0.26 0.0589
H 4.30 1.33 -4.04 0.1145
H 6.71 1.47 -3.46 0.1325
H 3.62 -2.02 -3.33 0.0967
H 3.96 -3.74 -5.07 0.1307
H 0.81 -2.03 -7.39 0.1300
H 0.41 -0.34 -5.65 0.0475
H 0.45 1.70 -5.39 0.0724
H 0.20 4.04 -6.12 0.1308
H 2.16 5.39 -2.57 0.1310
H 2.45 3.06 -1.82 0.1051
N -8.11 -0.14 2.64 0.1507
C -6.97 -0.49 2.00 -0.2929
C -5.93 -1.15 2.69 -0.0071
C -4.78 -1.52 2.04 -0.0846
C -4.63 -1.22 0.68 -0.3155
C -5.64 -0.56 -0.02 -0.0484
C -6.79 -0.20 0.64 -0.0102
S -3.29 -1.82 -0.23 0.6182
O -3.66 -2.97 -0.98 -0.2544
O -2.82 -0.63 -1.07 -0.5420
N -1.95 -1.94 0.62 -0.2534
C -1.57 -3.01 1.42 -0.6763
S -2.55 -4.32 1.93 1.1288
C -1.21 -4.97 2.79 -0.3517
C -0.13 -4.17 2.65 -0.1906
N -0.34 -3.05 1.86 0.0138
H -8.26 -0.38 3.60 0.1143
H -8.87 0.28 2.14 0.1135
H -6.05 -1.38 3.74 0.1248
H -4.00 -2.02 2.59 0.0847
H -5.53 -0.33 -1.07 0.1297
H -7.57 0.32 0.10 0.1255
H -1.30 -5.88 3.35 0.0826
H 0.84 -4.34 3.09 0.1209
C 1.80 -2.63 -0.58 -0.1333
O 0.86 -1.71 0.02 -0.4166
H 2.74 -2.59 -0.03 0.0977
H 1.98 -2.34 -1.61 0.0132
H 1.39 -3.64 -0.55 0.0959
H 0.52 -2.18 0.88 0.0458
```

The charge is +2. The calculation puts the gap between HOMO and LUMO at 6.7517 eV.

---

B | Molecular formula: C46H39Br2F3N5O5S2SbZr
Method: DFT, wB97M-V/def2-TZVPD

Geometry as XYZ:
```
104
Properties=species:S:1:pos:R:3:lowdin_charge:R:1
Zr 0.15 -0.08 -0.64 1.5548
C 3.06 1.32 0.98 -0.0494
O 1.65 1.25 0.76 -0.2855
C 0.91 2.30 1.31 -0.2135
C 1.46 3.48 1.79 0.0078
C 0.62 4.45 2.34 -0.0372
C -0.75 4.25 2.41 -0.0476
C -1.30 3.08 1.93 -0.0049
C -0.48 2.09 1.38 -0.2233
N -0.97 0.87 0.87 -0.1387
N -2.26 0.74 0.93 0.1071
C -2.93 -0.32 0.51 -0.1512
C -2.30 -1.52 0.02 -0.3390
O -1.02 -1.55 -0.27 -0.4783
C -3.07 -2.69 -0.12 -0.0202
C -4.43 -2.65 0.00 0.0577
C -5.11 -1.44 0.26 -0.1518
C -6.52 -1.38 0.22 0.0021
C -7.17 -0.20 0.45 -0.0429
C -6.44 0.95 0.77 -0.0341
C -5.07 0.91 0.84 -0.0117
C -4.37 -0.27 0.56 -0.0841
H 3.27 1.42 2.05 0.0994
H 3.52 2.15 0.43 0.1057
H 3.48 0.37 0.64 0.1037
H 2.52 3.66 1.76 0.1206
H 1.06 5.36 2.72 0.1198
H -1.38 5.01 2.84 0.1192
H -2.36 2.91 1.97 0.1069
H -2.55 -3.61 -0.36 0.1316
H -5.01 -3.56 -0.14 0.1401
H -7.07 -2.28 -0.02 0.1257
H -8.25 -0.15 0.39 0.1181
H -6.96 1.87 0.96 0.1171
H -4.51 1.80 1.09 0.1020
Br -1.67 -1.98 -3.12 0.8469
C 0.07 -2.63 -3.61 -0.8813
Br 1.20 -2.52 -2.04 0.7539
H 0.48 -1.99 -4.40 -0.0230
H -0.01 -3.67 -3.93 0.0302
F 5.59 -5.66 3.81 0.0975
C 4.65 -4.86 3.31 -0.2629
C 4.75 -4.45 1.99 0.0073
C 3.79 -3.60 1.47 -0.1196
C 2.74 -3.17 2.28 -0.3958
C 2.64 -3.60 3.59 -0.1276
C 3.60 -4.45 4.12 0.0237
Sb 1.24 -1.77 1.58 1.5624
C 1.47 -0.48 3.32 -0.3431
C 0.45 0.34 3.77 -0.1247
C 0.70 1.32 4.72 0.0127
C 1.99 1.45 5.22 -0.2641
F 2.25 2.43 6.09 0.0916
C 3.02 0.62 4.81 0.0127
C 2.75 -0.35 3.86 -0.1355
C -0.33 -3.13 2.25 -0.3476
C -0.14 -4.49 2.06 -0.1094
C -1.10 -5.40 2.45 0.0171
C -2.27 -4.93 3.03 -0.2688
F -3.21 -5.80 3.41 0.0910
C -2.49 -3.57 3.22 0.0037
C -1.51 -2.67 2.82 -0.1250
H 5.57 -4.80 1.38 0.1261
H 3.85 -3.28 0.44 0.0946
H 1.82 -3.27 4.21 0.1140
H 3.54 -4.80 5.14 0.1302
H -0.56 0.23 3.39 0.0844
H -0.08 1.97 5.08 0.1288
H 4.00 0.73 5.23 0.1303
H 3.54 -1.02 3.54 0.1025
H 0.79 -4.85 1.62 0.1046
H -0.96 -6.46 2.32 0.1287
H -3.40 -3.24 3.69 0.1275
H -1.69 -1.61 2.96 0.0915
N 3.39 5.36 -5.76 0.1456
C 2.61 4.27 -5.78 -0.3011
C 1.22 4.38 -5.59 0.0005
C 0.42 3.26 -5.56 -0.0556
C 1.01 2.01 -5.71 -0.3208
C 2.38 1.86 -5.90 -0.0695
C 3.17 2.99 -5.95 -0.0069
S 0.02 0.58 -5.53 0.6886
O -1.32 0.75 -5.99 -0.3363
O 0.73 -0.63 -5.80 -0.2745
N -0.18 0.52 -3.81 -0.1228
C -1.19 1.18 -3.20 -0.6935
S -2.54 1.82 -4.07 1.1612
C -3.15 2.41 -2.56 -0.3203
C -2.33 2.09 -1.54 -0.2224
N -1.22 1.35 -1.88 -0.0586
H 2.97 6.28 -5.75 0.1148
H 4.36 5.29 -6.01 0.1149
H 0.77 5.36 -5.50 0.1205
H -0.65 3.33 -5.46 0.0913
H 2.78 0.88 -6.05 0.1220
H 4.23 2.90 -6.12 0.1206
H -4.07 2.96 -2.52 0.0810
H -2.49 2.39 -0.52 0.0926
C 2.41 1.44 -2.20 -0.1239
O 1.58 0.37 -1.84 -0.5848
H 1.94 2.41 -1.95 0.1068
H 2.60 1.43 -3.29 0.0806
H 3.39 1.37 -1.71 0.0877
H 0.62 0.31 -3.17 0.0509
```

The charge is +2. The calculation puts the gap between HOMO and LUMO at 5.7574 eV.

---

Stability order, top to bottom: A, B

---

A | Molecular formula: C6H8S
Method: DFT, wB97M-V/def2-TZVPD

Geometry as XYZ:
```
15
Properties=species:S:1:pos:R:3:nbo_charge:R:1
C 0.68 -0.90 1.75 -0.3852
C 0.05 -0.40 0.69 0.0055
C -0.68 -1.16 -0.39 -0.4788
C -0.88 -0.12 -1.51 -0.1805
C -0.67 1.12 -1.10 -0.1924
C -0.04 1.03 0.29 -0.3717
S 1.61 1.88 0.28 -0.0508
H 1.15 -0.17 2.44 0.2074
H 0.82 -1.93 1.98 0.2045
H -1.61 -1.61 -0.04 0.2293
H -0.03 -2.02 -0.71 0.2198
H -1.23 -0.42 -2.44 0.2052
H -0.80 2.09 -1.65 0.2337
H -0.57 1.65 0.94 0.2283
H 2.21 0.97 -0.53 0.1258
```

As for the structure (SMILES): C=C1CC=C[C@@H]1S. The calculation puts the gap between HOMO and LUMO at 9.8259 eV.

---

B | Molecular formula: C6H8S
Method: DFT, wB97M-V/def2-TZVPD

Geometry as XYZ:
```
15
Properties=species:S:1:pos:R:3:nbo_charge:R:1
C -1.81 -0.76 -0.19 -0.3663
C -0.93 0.43 0.07 -0.2437
C 0.19 1.28 -0.47 -0.4014
C 1.42 0.67 0.39 -0.3465
S 2.53 -0.55 -0.35 0.0991
C 0.88 -0.82 0.57 -0.2671
C -0.28 -0.83 -0.45 -0.2805
H -2.33 -1.35 0.62 0.2358
H -2.34 -0.95 -1.08 0.2186
H -0.79 0.36 1.28 0.1996
H 0.21 2.44 -0.20 0.1970
H 0.49 1.19 -1.50 0.2293
H 1.76 1.26 1.25 0.2290
H 0.87 -1.36 1.57 0.2494
H 0.14 -1.01 -1.49 0.2477
```

As for the structure (SMILES): C1[C@@H]2C[C@@H]3S[C@@H]3[C@@H]12. The calculation puts the gap between HOMO and LUMO at 9.4287 eV.

---

Stability order, top to bottom: A, B